Molecular formula: C31H79Cl3N9O27P3S6
Method: DFT, wB97M-V/def2-TZVPD

Cartesian coordinates (Å):
Cl 16.45794 23.36503 15.72833
Cl 18.38836 24.65378 14.08044
Cl 18.36349 21.73462 14.18660
S 15.00775 18.19214 9.55797
S 22.26841 20.33549 13.75310
S 17.95574 18.26915 21.76122
S 22.51238 15.44930 17.95966
S 18.04818 11.43851 17.44515
S 13.04747 22.69921 21.24691
P 16.59538 18.09329 15.55124
P 11.23156 22.82751 15.72963
P 11.56068 15.18936 14.40614
O 18.61936 12.65302 16.95302
O 13.75723 23.92899 21.03100
O 16.54080 17.64677 21.44068
O 13.38204 21.98570 22.46247
O 21.70180 21.65425 13.80140
O 18.47308 17.85875 22.99386
O 14.98940 17.35924 8.39156
O 17.42534 19.74094 21.90524
O 13.69143 18.46910 9.96532
O 22.74875 15.37000 19.35393
O 13.33524 21.74904 20.03284
O 20.99962 15.48972 17.63025
O 17.47494 18.18466 14.36072
O 21.20771 19.29779 13.33044
O 23.36331 20.13528 12.84121
O 23.20436 16.42516 17.17187
O 11.39866 15.78722 15.73018
O 22.89614 14.08409 17.27873
O 15.60449 17.39364 10.76185
O 16.03668 19.38919 9.54668
O 17.53982 11.64947 18.95713
O 11.52491 22.86376 21.08832
O 17.04093 10.83012 16.64512
O 22.58353 19.80843 15.18952
O 18.81138 18.04624 20.64868
O 11.31326 21.83778 16.81346
O 19.18106 10.39404 17.73419
N 12.76842 14.09287 14.38338
N 10.13818 14.61873 13.84860
N 15.50770 19.30357 15.51442
N 17.28981 18.39543 17.04358
N 9.71284 23.41668 15.45599
N 11.72854 22.08673 14.37368
N 15.95358 16.58959 15.78941
N 12.05236 16.17039 13.17660
N 11.98430 24.19654 16.18799
C 16.15778 20.02526 21.27825
C 21.73908 18.64913 15.48024
C 17.37465 23.21843 14.25903
C 16.91842 19.33362 10.74821
C 13.31048 16.86622 13.43141
C 8.87883 22.75671 14.50717
C 13.36452 13.57147 13.16164
C 15.09072 16.19728 16.87604
C 12.80380 13.08572 15.46566
C 12.03868 22.69942 13.13187
C 10.97975 22.16236 19.92254
C 13.10946 24.09171 17.11106
C 10.17606 13.51227 12.88995
C 11.97795 21.08191 19.71688
C 19.10288 9.81744 19.10365
C 15.74116 18.63928 20.71449
C 16.37627 15.48903 14.89585
C 15.37660 19.93852 14.20080
C 11.08178 16.95117 12.50461
C 8.96581 24.00138 16.57218
C 18.26578 17.37795 17.40782
C 20.58610 18.85684 14.53651
C 21.67623 13.53017 16.64758
C 14.36650 19.37527 16.39686
C 17.81374 19.71306 17.40941
C 11.89100 25.50688 15.56793
C 17.76848 10.39104 19.60484
C 20.77809 14.71465 16.36600
C 8.83501 15.08577 14.15008
C 16.92494 17.85864 11.11990
C 11.88719 20.64142 14.28436
H 8.29407 15.38511 13.26875
H 10.99550 22.86727 19.12487
H 16.13164 18.49468 19.69534
H 15.50338 14.97340 14.43040
H 8.31763 14.39215 14.80515
H 16.94564 14.84450 15.59894
H 21.17493 12.99830 17.46653
H 12.91973 12.63223 12.79281
H 17.02330 15.90629 14.15248
H 15.01660 20.96968 14.40832
H 17.82874 10.59034 20.70133
H 15.55151 20.36266 22.12230
H 16.37862 19.91559 13.71131
H 14.04027 16.10265 13.79531
H 11.02280 17.96178 12.99550
H 20.00233 17.94518 14.39762
H 13.27488 14.37208 12.47721
H 16.94743 9.69469 19.34288
H 17.12056 20.47966 16.98454
H 9.38974 22.51607 13.59256
H 13.04255 23.12422 17.60281
H 14.87582 17.03822 17.50635
H 21.13136 15.37939 15.56664
H 17.85811 16.35712 17.36495
H 19.11215 8.73354 19.04804
H 21.51385 18.61209 16.53379
H 11.90208 20.67570 18.71692
H 19.91796 19.61799 14.87773
H 14.38134 13.24212 13.41595
H 8.14632 23.32600 16.83062
H 13.10407 24.85152 17.91030
H 13.64392 18.57713 16.25138
H 22.28053 17.77933 15.13088
H 18.82038 19.93484 17.02269
H 13.92015 20.34935 16.23089
H 11.87319 20.15833 15.24263
H 11.35760 17.10216 11.45800
H 17.09337 17.62858 12.18287
H 14.75705 19.35832 17.42764
H 12.72891 12.08617 15.02732
H 16.72847 23.25206 13.38178
H 11.66627 23.71988 13.06043
H 13.09654 22.67499 12.84751
H 8.39977 24.90223 16.23100
H 11.15055 13.47574 12.43278
H 17.84857 19.75501 10.35831
H 16.45753 19.92689 11.51559
H 11.83611 26.35672 16.26088
H 15.50645 15.41239 17.52763
H 11.45961 22.13132 12.35218
H 11.03609 20.23012 13.70292
H 11.84582 20.31016 20.49272
H 18.72415 17.59990 18.36886
H 14.05922 24.17539 16.61880
H 12.74442 25.69841 14.93435
H 10.11345 16.46872 12.52482
H 8.38977 21.83160 14.87178
H 17.84808 19.72843 18.48863
H 14.67553 18.43898 20.72961
H 21.87181 12.90036 15.77779
H 9.53681 13.66235 12.00426
H 19.08341 17.36900 16.64802
H 13.66107 17.17716 12.44178
H 10.93075 25.55120 15.03665
H 13.24259 17.68564 14.12775
H 17.63172 17.28697 10.49455
H 19.91745 10.24997 19.67612
H 14.59809 19.43392 13.59733
H 8.09558 23.46194 14.25685
H 16.31152 20.78091 20.51620
H 9.91089 21.89457 20.13205
H 8.90069 16.01717 14.72525
H 9.93836 12.47612 13.19198
H 12.79300 20.42443 13.76747
H 9.59516 24.28847 17.42126
H 14.06732 15.91282 16.41316
H 13.74190 13.17702 16.03599
H 12.00093 13.24721 16.16025
H 19.73632 14.42848 16.29925

The gap between HOMO and LUMO comes out at 0.33207 hartree. The strongest force on any atom is 4.4 eV/Å. Its charge is 0.